No. 1
{
  "formula": "C6H14N2O",
  "method": "the ωB97M-V functional and the def2-TZVPD basis",
  "species": ["C", "C", "C", "O", "H", "H", "H", "H", "H", "H", "C", "C", "N", "N", "C", "H", "H", "H", "H", "H", "H", "H", "H"],
  "coordinates": [[2.1890, 0.0568, 0.5526], [1.3647, 0.9458, -1.2146], [3.4496, 0.2327, 1.2989], [1.5682, 1.1772, 0.1107], [1.7682, -0.8802, 0.2187], [2.1730, 0.5069, -1.7775], [0.3523, 1.0462, -1.5782], [3.3600, 1.0795, 1.9890], [4.3022, 0.4604, 0.6399], [3.6986, -0.6682, 1.8618], [-3.2474, 0.7799, -0.3117], [-2.0273, -0.0471, -0.0322], [-1.3477, 0.2721, 1.1391], [-0.4986, -1.8533, -0.5047], [-1.6624, -1.0732, -0.8175], [-0.4207, -0.1321, 1.1887], [-1.3440, 1.2539, 1.3745], [-0.7258, -2.6936, 0.0180], [0.0003, -2.1325, -1.3398], [-2.2673, -1.3341, -1.6803], [-3.7328, 0.4690, -1.2362], [-2.9831, 1.8388, -0.4049], [-3.9689, 0.6951, 0.5057]],
  "forces_ev_per_a": [[0.29, -0.29, 0.47], [-0.31, 0.24, -0.25], [0.10, 0.06, 0.08], [-0.01, -0.01, -0.27], [0.03, 0.00, 0.04], [0.00, 0.01, -0.01], [0.03, 0.07, -0.04], [0.01, -0.09, -0.01], [-0.08, -0.02, 0.03], [-0.01, 0.06, -0.02], [0.01, 0.02, 0.02], [0.01, -0.17, -0.15], [0.02, -0.01, -0.01], [0.00, 0.01, 0.04], [-0.06, 0.17, 0.15], [-0.05, 0.01, -0.04], [-0.03, -0.05, -0.05], [-0.01, 0.06, -0.06], [-0.06, -0.01, 0.03], [0.01, 0.04, 0.03], [0.05, -0.01, 0.04], [0.00, -0.06, 0.01], [0.06, -0.01, -0.04]],
  "e_homo_ev": [-7.63, -7.31],
  "largest_force_ev_per_a": 0.62,
  "lumo_ev": [1.0, 0.8],
  "relative_energy_kcal_mol": 119.2,
  "charge": 0,
  "spin_multiplicity": 1
}

=====

No. 2
{
  "formula": "C6H13N5",
  "method": "the ωB97M-V functional and the def2-TZVPD basis",
  "species": ["C", "C", "C", "C", "C", "C", "N", "N", "N", "N", "N", "H", "H", "H", "H", "H", "H", "H", "H", "H", "H", "H", "H", "H"],
  "coordinates": [[1.1891, 0.8214, -0.1916], [-0.5902, 1.2100, -0.1273], [3.2470, 0.6794, 0.4467], [-0.9797, -1.2517, 0.0000], [1.6135, -0.4650, -0.7913], [-2.7741, 0.3156, -0.2033], [2.0648, 1.4490, 0.4938], [2.9277, -0.4675, -0.4991], [-1.3226, 0.1157, -0.1184], [-0.8337, 2.5708, -0.1170], [0.4927, -1.5471, 0.3944], [4.0213, 1.2701, -0.1072], [3.5033, 0.5049, 1.5007], [-1.6024, -1.3522, 0.9563], [-1.1477, -1.9474, -0.8350], [1.1457, -0.7610, -1.6685], [-3.2700, -0.5527, -0.6128], [-3.0466, 0.4868, 0.9030], [-3.0354, 1.2602, -0.8399], [3.6052, -1.2937, -0.4841], [-0.1170, 3.2521, 0.1629], [-1.8465, 2.9117, 0.0075], [0.7223, -1.3189, 1.4130], [0.6992, -2.4930, 0.1527]],
  "forces_ev_per_a": [[-3.42, 1.86, 1.34], [5.72, 1.05, -0.21], [0.89, 0.43, -1.73], [1.81, -1.74, 3.73], [1.48, 1.43, 2.51], [-1.04, 2.33, 1.42], [-2.41, -0.52, -1.08], [0.95, -1.49, 1.42], [-0.14, 4.14, -2.54], [-2.65, -2.71, 0.55], [-1.28, 2.32, 0.52], [-0.22, -0.41, 0.92], [0.39, -0.68, -0.46], [0.64, -1.83, -1.44], [-0.73, 0.76, 0.14], [-0.32, -1.20, -1.59], [-0.06, -0.13, -0.04], [-0.42, -0.24, -1.79], [0.51, -1.90, 1.14], [-1.48, 1.50, -0.66], [-0.05, -0.77, -0.35], [2.16, -0.64, -0.27], [-0.46, -0.63, -1.78], [0.12, -0.91, 0.22]],
  "e_homo_ev": -18.17,
  "largest_force_ev_per_a": 5.82,
  "lumo_ev": -8.0,
  "relative_energy_kcal_mol": 93.2,
  "charge": 2,
  "spin_multiplicity": 1
}

=====

No. 3
{
  "formula": "C54H51GeN7O2SSe2V",
  "method": "the ωB97M-V functional and the def2-TZVPD basis",
  "species": ["V", "C", "C", "C", "C", "C", "C", "N", "C", "C", "C", "C", "C", "C", "N", "N", "C", "C", "C", "C", "C", "N", "H", "H", "H", "H", "H", "H", "H", "H", "H", "H", "H", "H", "H", "C", "Se", "C", "C", "Se", "C", "H", "H", "H", "H", "H", "H", "H", "H", "H", "H", "N", "C", "C", "C", "C", "C", "C", "S", "N", "C", "C", "C", "C", "C", "C", "N", "H", "H", "H", "H", "H", "H", "H", "H", "H", "O", "C", "O", "C", "C", "Ge", "C", "C", "C", "C", "C", "C", "C", "C", "C", "C", "C", "C", "C", "C", "C", "C", "C", "C", "H", "H", "H", "H", "H", "H", "H", "H", "H", "H", "H", "H", "H", "H", "H", "H", "H", "H", "H"],
  "coordinates": [[-0.4630, 1.5498, -0.3299], [-0.3787, -3.0857, -3.7342], [0.6599, -2.2054, -4.0139], [0.9385, -1.1604, -3.1488], [0.1999, -0.9875, -1.9750], [-0.8335, -1.8802, -1.6985], [-1.1284, -2.9092, -2.5831], [0.5722, 0.0076, -1.0390], [1.8086, -0.1072, -0.4897], [2.7230, -1.1733, -0.6482], [3.8921, -1.1996, 0.0775], [4.2330, -0.1643, 0.9595], [3.3739, 0.8954, 1.1315], [2.1626, 0.9228, 0.4272], [1.1590, 1.8354, 0.5864], [1.2969, 2.7596, 1.5131], [0.1776, 3.4974, 1.6844], [0.1623, 4.5203, 2.6526], [-0.9947, 5.2309, 2.8503], [-2.1314, 4.9134, 2.1000], [-2.0411, 3.9058, 1.1624], [-0.9253, 3.2145, 0.9444], [-0.5665, -3.9283, -4.3877], [1.2700, -2.3562, -4.8978], [1.7583, -0.4788, -3.3329], [-1.3448, -1.8148, -0.7459], [-1.9276, -3.6014, -2.3477], [2.4884, -1.9843, -1.3220], [4.5678, -2.0391, -0.0331], [5.1694, -0.2022, 1.5000], [3.5915, 1.7034, 1.8158], [1.0728, 4.6967, 3.2061], [-1.0330, 6.0297, 3.5791], [-3.0642, 5.4354, 2.2544], [-2.8991, 3.6345, 0.5551], [4.5823, 0.6741, -3.3168], [3.2539, 2.0248, -2.8222], [3.0454, 2.8309, -4.6219], [2.1287, 2.1338, -5.6123], [0.2407, 2.2704, -5.0785], [-0.5086, 1.2141, -6.5273], [5.4210, 1.1500, -3.8205], [4.1432, -0.0982, -3.9463], [4.9123, 0.2307, -2.3807], [4.0542, 2.8954, -5.0306], [2.6780, 3.8405, -4.4373], [2.3649, 1.0737, -5.7227], [2.2090, 2.6147, -6.5888], [-0.0997, 0.2108, -6.4893], [-0.3040, 1.6803, -7.4883], [-1.5822, 1.1688, -6.3555], [-1.4009, 4.6631, -2.8048], [-0.3122, 5.4129, -3.2737], [-0.4768, 6.3861, -4.2478], [0.6116, 7.1321, -4.6772], [1.8725, 6.8944, -4.1553], [2.0427, 5.9223, -3.1786], [0.9510, 5.1988, -2.7311], [1.1493, 4.0161, -1.4332], [-0.1963, 2.9967, -1.6168], [-1.2639, 3.4079, -2.2516], [-2.3515, 2.4551, -2.3040], [-3.4868, 2.5570, -3.1108], [-4.4210, 1.5415, -3.0871], [-4.2129, 0.4504, -2.2487], [-3.0756, 0.4253, -1.4642], [-2.1583, 1.3907, -1.4892], [-2.2764, 4.8426, -3.2648], [-1.4621, 6.5659, -4.6625], [0.4769, 7.9027, -5.4238], [2.7217, 7.4620, -4.5098], [3.0159, 5.7261, -2.7449], [-3.6336, 3.4078, -3.7622], [-5.3061, 1.5964, -3.7061], [-4.9205, -0.3632, -2.1927], [-2.8953, -0.3867, -0.7729], [-1.5981, -1.5080, 1.5936], [-1.1524, -0.3903, 1.8304], [-1.2496, 0.6021, 1.0103], [-0.4799, -0.0784, 3.1671], [0.3832, -1.2338, 3.6919], [-0.5135, -3.0264, 3.7134], [0.4650, -3.8475, 5.2461], [-0.1277, -4.3612, 6.3957], [0.6469, -4.8361, 7.4470], [2.0301, -4.8074, 7.3611], [2.6382, -4.3142, 6.2144], [1.8586, -3.8412, 5.1710], [-0.0743, -4.2552, 2.2421], [-0.5415, -5.5669, 2.3063], [-0.1907, -6.4951, 1.3376], [0.6454, -6.1236, 0.2941], [1.1103, -4.8197, 0.2173], [0.7465, -3.8911, 1.1820], [-2.4310, -3.0185, 4.1667], [-3.3780, -3.5741, 3.3109], [-4.7261, -3.5425, 3.6339], [-5.1466, -2.9475, 4.8161], [-4.2135, -2.3814, 5.6712], [-2.8641, -2.4191, 5.3467], [-1.2952, 0.1154, 3.8720], [0.0974, 0.8391, 3.0405], [0.6886, -1.0217, 4.7171], [1.2945, -1.3003, 3.0890], [-1.2097, -4.3844, 6.4708], [0.1673, -5.2231, 8.3380], [2.6345, -5.1667, 8.1844], [3.7183, -4.2909, 6.1356], [2.3353, -3.4528, 4.2754], [-1.1794, -5.8644, 3.1329], [-0.5608, -7.5113, 1.4007], [0.9340, -6.8475, -0.4579], [1.7487, -4.5245, -0.6069], [1.0909, -2.8667, 1.0974], [-3.0504, -4.0222, 2.3801], [-5.4554, -3.9813, 2.9637], [-6.1995, -2.9200, 5.0671], [-4.5376, -1.9112, 6.5916], [-2.1352, -1.9820, 6.0221]],
  "forces_ev_per_a": [[-0.16, -1.04, -0.42], [0.04, -0.06, -0.07], [0.00, 0.01, 0.00], [-0.12, 0.06, -0.04], [0.18, -0.21, 0.01], [0.06, 0.06, 0.08], [-0.06, -0.03, -0.01], [-0.07, -0.30, -0.53], [0.41, 0.01, 0.45], [-0.19, 0.07, -0.04], [0.17, 0.11, 0.07], [0.15, -0.08, -0.07], [-0.27, 0.15, -0.03], [0.52, -0.72, -0.10], [1.39, 0.68, 0.98], [0.57, 0.18, 0.38], [-0.34, 0.02, -0.03], [-0.01, -0.03, -0.10], [0.09, -0.10, -0.05], [-0.12, 0.04, -0.03], [-0.07, 0.13, 0.08], [0.12, 0.38, 0.31], [-0.07, 0.05, -0.04], [-0.01, 0.04, 0.01], [0.02, 0.08, -0.08], [0.02, 0.02, 0.04], [0.03, -0.03, 0.04], [-0.02, -0.05, 0.01], [-0.02, -0.02, -0.04], [-0.01, 0.00, 0.03], [0.01, 0.00, 0.02], [-0.02, 0.07, 0.04], [0.01, -0.02, 0.04], [-0.01, 0.01, -0.06], [0.00, -0.03, 0.02], [-0.20, 0.16, -0.04], [0.21, -0.18, -0.57], [-0.04, -0.10, 0.35], [-0.23, -0.15, 0.09], [0.18, -0.02, 0.05], [0.08, 0.12, 0.08], [0.02, -0.03, 0.00], [0.03, -0.01, 0.00], [0.01, -0.04, 0.01], [-0.02, 0.07, -0.03], [0.13, 0.00, -0.06], [0.01, 0.02, 0.05], [0.06, -0.03, 0.00], [0.02, -0.13, -0.01], [-0.03, -0.02, 0.00], [0.01, 0.00, -0.04], [-0.30, -0.51, 0.10], [0.46, 0.38, -0.10], [-0.11, -0.14, 0.08], [0.08, 0.01, -0.02], [-0.01, 0.06, -0.01], [-0.04, -0.04, 0.05], [-0.41, -0.26, 0.06], [0.22, 0.47, 0.24], [-0.84, 1.80, -2.02], [1.23, 0.59, 0.15], [-0.83, -0.77, -0.09], [0.41, 0.23, 0.10], [-0.06, -0.32, 0.20], [-0.02, 0.30, -0.20], [-0.08, -0.23, 0.16], [-0.85, 0.50, -0.81], [-0.02, 0.01, -0.03], [0.00, -0.01, -0.02], [-0.04, -0.03, -0.03], [0.01, 0.02, 0.05], [0.04, 0.00, -0.05], [0.02, 0.00, -0.02], [0.01, 0.02, -0.02], [-0.01, -0.01, 0.00], [0.08, 0.07, 0.05], [0.15, 0.16, 0.06], [0.01, -0.50, 0.24], [-1.40, -1.02, 1.52], [0.01, -0.32, -0.27], [-0.55, -0.04, -0.43], [0.36, 0.01, 0.33], [-0.21, 0.12, -0.19], [-0.06, 0.03, -0.09], [-0.03, -0.03, 0.06], [0.02, -0.02, 0.02], [0.04, 0.02, -0.03], [-0.06, 0.03, -0.04], [-0.23, 0.29, 0.17], [0.02, 0.04, 0.08], [-0.01, -0.08, 0.01], [-0.01, 0.00, -0.01], [0.06, 0.02, -0.11], [-0.04, 0.13, -0.02], [0.43, 0.10, -0.13], [0.06, 0.00, -0.01], [-0.06, -0.05, 0.00], [0.01, 0.02, -0.03], [-0.03, 0.04, 0.07], [0.06, -0.03, -0.01], [0.00, 0.11, -0.03], [0.00, 0.01, 0.14], [0.03, -0.10, 0.00], [0.01, -0.10, 0.04], [0.01, -0.02, 0.06], [0.01, -0.01, 0.00], [0.00, -0.02, 0.00], [0.00, -0.02, 0.02], [0.09, -0.03, 0.04], [0.01, -0.06, -0.02], [0.00, 0.00, 0.01], [-0.02, 0.00, 0.00], [0.01, 0.04, 0.01], [0.05, 0.02, -0.05], [-0.05, 0.01, -0.02], [0.01, 0.00, -0.01], [0.00, -0.01, 0.00], [0.01, 0.00, 0.00], [-0.05, 0.02, 0.04]],
  "e_homo_ev": [-6.34, -6.72],
  "s_squared": 3.806,
  "largest_force_ev_per_a": 2.83,
  "lumo_ev": [-0.9, -1.1],
  "relative_energy_kcal_mol": 0.0,
  "charge": 0,
  "spin_multiplicity": 4
}